Entry from OMol25: a cluster of 5 separate species, C21H49BNO22P4S in total at a distorted geometry (ωB97M-V with the def2-TZVPD basis set).

electronic energy = -117765.5547 eV
HOMO-LUMO gap = 5.4600 eV
E_HOMO = -11.602 eV
net charge = +1

Geometry (Å):
C 8.526 -8.600 4.362
C 6.929 -8.408 4.822
O 6.056 -9.242 3.981
B 4.896 -8.439 3.456
O 5.173 -7.243 2.637
N 3.496 -8.958 3.775
C 3.220 -10.413 3.340
C 1.753 -11.119 3.562
C 0.537 -10.225 4.277
C -0.952 -10.881 4.477
O -1.765 -11.045 3.396
O -1.551 -11.287 5.776
C 0.954 -8.686 4.706
C 2.478 -8.053 4.433
S 2.725 -6.268 4.943
C 2.428 -5.097 3.466
O 4.042 -5.975 5.700
O 1.564 -5.923 5.955
H 9.273 -8.091 5.128
H 8.722 -9.768 4.265
H 8.690 -8.127 3.282
H 6.842 -8.686 5.966
H 6.726 -7.250 4.742
H 5.788 -7.472 1.880
H 4.047 -11.088 2.806
H 1.514 -12.236 3.232
H -0.986 -10.874 6.512
H 0.148 -7.992 5.229
H 1.849 -5.727 2.640
H 1.651 -4.262 3.810
H 3.413 -4.600 3.072
C -1.529 -1.966 4.041
O -1.731 -1.955 2.643
P -0.441 -1.708 1.711
O 0.641 -2.732 1.841
O 0.007 -0.203 2.079
C -0.937 0.841 1.955
O -1.069 -1.562 0.235
C -0.159 -1.370 -0.828
H -2.058 -2.820 4.470
H -0.469 -2.036 4.301
H -1.941 -1.045 4.463
H -1.045 1.333 2.926
H -1.917 0.480 1.630
H -0.566 1.566 1.228
H 0.692 -0.758 -0.514
H -0.677 -0.855 -1.641
H 0.196 -2.338 -1.187
C -4.575 4.661 -2.165
O -4.859 3.282 -2.054
P -3.661 2.252 -2.367
O -2.468 2.376 -1.475
O -3.359 2.489 -3.934
C -4.417 2.361 -4.861
O -4.388 0.814 -2.339
C -3.569 -0.318 -2.548
H -4.981 5.179 -1.294
H -3.500 4.854 -2.226
H -5.059 5.048 -3.066
H -4.521 3.302 -5.407
H -5.370 2.126 -4.377
H -4.172 1.564 -5.566
H -2.773 -0.102 -3.267
H -4.187 -1.126 -2.946
H -3.133 -0.635 -1.600
C 0.608 5.521 1.797
O 1.620 5.254 0.847
P 1.708 6.227 -0.433
O 1.974 7.665 -0.120
O 0.323 5.953 -1.212
C -0.002 4.628 -1.582
O 2.811 5.517 -1.367
C 3.140 6.172 -2.575
H 1.039 5.471 2.799
H 0.158 6.507 1.650
H -0.169 4.756 1.706
H -0.961 4.363 -1.129
H 0.754 3.907 -1.257
H -0.095 4.579 -2.669
H 2.264 6.662 -3.010
H 3.511 5.427 -3.284
H 3.922 6.910 -2.390
C -1.133 7.216 -4.176
O -2.126 8.222 -4.188
P -3.332 8.058 -5.242
O -4.166 6.829 -5.067
O -2.601 8.177 -6.675
C -1.816 9.319 -6.950
O -4.132 9.450 -5.114
C -5.292 9.594 -5.908
H -0.927 6.934 -3.142
H -1.444 6.328 -4.733
H -0.220 7.618 -4.623
H -0.799 8.998 -7.188
H -1.778 10.012 -6.103
H -2.239 9.837 -7.813
H -5.171 9.100 -6.877
H -5.467 10.659 -6.079
H -6.150 9.171 -5.383

Cartesian forces (eV/Å) of the 6 atoms listed first:
-0.7 -0.5 -0.5
2.9 1.5 1.0
-3.4 2.8 -0.6
4.9 0.6 -0.5
-1.0 -3.5 0.9
-3.6 -1.4 0.3

=====

Entry from OMol25: a cluster of 2 separate species, C21H49N7O3PS4 in total at a distorted geometry (ωB97M-V with the def2-TZVPD basis set).

electronic energy = -91761.2859 eV
HOMO-LUMO gap = 6.1894 eV
E_HOMO = -10.532 eV
net charge = +1

Geometry (Å):
C -6.490 -0.340 -1.510
C -5.295 0.353 -2.287
S -3.775 -0.702 -2.447
C -3.489 -1.333 -0.734
N -2.161 -1.957 -0.547
O -2.191 -3.285 -0.167
C -1.247 -1.172 0.235
N -0.122 -0.580 -0.456
C -0.148 -0.834 -1.920
C 1.231 -0.283 -2.528
C 1.983 0.703 -1.553
S 3.190 -0.163 -0.433
C 4.795 0.728 -0.479
S 5.779 0.467 -1.802
N 5.124 1.577 0.643
C 5.308 0.742 1.876
C 4.617 1.376 3.162
C 6.387 2.310 0.429
C 6.634 3.437 1.538
N -1.333 -0.943 1.527
C -2.430 -1.548 2.331
C -2.438 -1.138 3.852
C -1.454 -1.995 4.766
C -2.210 -3.092 5.618
N -1.336 -3.950 6.444
C -0.343 -3.211 7.192
N 0.914 -3.539 7.179
N -0.658 -2.032 7.979
P -0.077 0.131 2.256
S -0.682 1.955 1.984
H -7.362 -0.593 -2.180
H -6.202 -1.253 -0.930
H -6.911 0.385 -0.751
H -5.670 0.711 -3.281
H -5.038 1.290 -1.709
H -4.261 -2.134 -0.534
H -3.623 -0.484 -0.007
H -2.590 -3.796 -0.894
H 0.673 -1.145 -0.109
H -0.994 -0.309 -2.445
H -0.165 -1.930 -2.191
H 1.905 -1.185 -2.648
H 1.109 0.134 -3.563
H 1.302 1.406 -0.994
H 2.614 1.379 -2.206
H 4.882 -0.291 1.762
H 6.398 0.598 2.129
H 5.408 1.590 3.941
H 4.139 2.374 2.950
H 3.881 0.686 3.654
H 6.429 2.858 -0.555
H 7.307 1.650 0.470
H 5.642 3.969 1.649
H 6.903 3.008 2.536
H 7.365 4.210 1.180
H -3.457 -1.371 1.924
H -2.277 -2.668 2.296
H -2.290 -0.028 3.996
H -3.483 -1.340 4.237
H -0.638 -2.461 4.130
H -0.910 -1.244 5.415
H -3.047 -2.605 6.193
H -2.714 -3.780 4.873
H -0.844 -4.571 5.801
H 1.051 -4.367 6.590
H 0.144 -1.412 7.815
H -1.457 -1.533 7.579
H 0.047 -0.089 3.655
H 1.218 -0.152 1.688
C -1.306 1.379 -4.687
O -0.039 1.519 -5.309
C 0.015 0.876 -6.582
C -0.107 1.882 -7.716
O -1.405 2.465 -7.751
C -1.426 3.777 -7.208
H -1.335 2.046 -3.823
H -2.121 1.646 -5.362
H -1.438 0.349 -4.338
H -0.756 0.104 -6.663
H 0.991 0.386 -6.651
H 0.033 1.358 -8.666
H 0.666 2.653 -7.639
H -0.940 4.474 -7.898
H -0.934 3.820 -6.234
H -2.467 4.076 -7.086

Cartesian forces (eV/Å) of the 6 atoms listed first:
-0.6 0.4 0.2
-0.8 0.5 1.5
-0.1 0.2 -0.4
-1.3 0.2 0.8
-0.7 2.4 -0.8
-0.1 -1.1 1.2

=====

Question: Look up the HOMO-LUMO gap of the second one.
Answer: 6.1894 eV

=====

Question: Among the records above, which one has the lowest electronic energy?
Answer: C21H49BNO22P4S

=====

Question: What is the HOMO-LUMO gap in the first record?
Answer: 5.4600 eV

=====

Question: Look up the net charge of the second one.
Answer: +1